Entry 1:
Computed, not measured: a structure of composition C44H40Cl3FeN2O4Te, with ωB97M-V/def2-TZVPD.

For the gap between HOMO and LUMO (alpha / beta), the calculation gives 0.26410 / 0.25592 Eh. The calculation puts the relative energy (zero: lowest compared OMol25 entry of this formula, charge and spin) at 0.00 kcal/mol. The LUMO energy (alpha / beta) comes out at 2.060 / 2.059 eV. As for the electronic energy: -136700.0203 eV. The expectation value of S² is 6.011. The net charge is -1. The spin multiplicity is 5.

The geometry in XYZ format:
```
95
C44H40Cl3FeN2O4Te | OMol25 | ωB97M-V/def2-TZVPD
Fe 0.87 0.08 0.22
C -1.38 3.27 6.02
C -1.17 2.85 4.59
C -1.01 3.78 3.57
C -0.80 3.39 2.25
C -0.67 4.44 1.21
O -0.15 5.51 1.44
C -1.22 4.14 -0.15
C -0.56 4.64 -1.27
C -1.05 4.38 -2.54
C -2.23 3.66 -2.69
C -2.90 3.19 -1.57
C -2.39 3.42 -0.31
C -0.66 2.02 1.89
O -0.33 1.72 0.70
C -0.91 1.06 2.93
C -1.13 1.51 4.24
C -0.95 -0.38 2.66
N -0.58 -0.91 1.55
C -0.76 -2.34 1.31
C -1.41 -2.55 -0.04
Te -1.65 -4.63 -0.48
C -3.09 -4.82 1.06
C -2.79 -5.48 2.25
C -3.73 -5.53 3.28
C -4.97 -4.93 3.12
C -5.27 -4.27 1.94
C -4.34 -4.22 0.91
C -1.50 -1.25 3.76
C -0.64 -1.98 4.56
C -1.15 -2.80 5.56
C -2.52 -2.90 5.75
C -3.38 -2.17 4.94
C -2.88 -1.34 3.95
H -1.36 4.36 6.11
H -0.61 2.87 6.68
H -2.35 2.93 6.40
H -1.04 4.84 3.78
H 0.36 5.20 -1.13
H -0.52 4.73 -3.41
H -2.61 3.45 -3.68
H -3.81 2.61 -1.69
H -2.89 3.03 0.57
H -1.29 0.77 5.02
H -1.37 -2.82 2.07
H 0.22 -2.83 1.33
H -0.85 -2.10 -0.86
H -2.42 -2.11 -0.07
H -1.82 -5.93 2.38
H -3.48 -6.04 4.20
H -5.69 -4.96 3.93
H -6.23 -3.79 1.82
H -4.58 -3.71 -0.01
H 0.43 -1.91 4.40
H -0.47 -3.37 6.19
H -2.92 -3.55 6.52
H -4.45 -2.26 5.08
H -3.54 -0.77 3.33
Cl 2.45 -2.72 -6.43
C 1.95 -1.80 -5.03
C 2.13 -2.33 -3.77
C 1.74 -1.59 -2.67
Cl 1.92 -2.27 -1.08
C 1.17 -0.30 -2.77
O 0.79 0.40 -1.75
C 0.99 0.17 -4.09
Cl 0.22 1.71 -4.29
C 1.37 -0.56 -5.20
H 2.56 -3.31 -3.63
H 1.22 -0.15 -6.19
C 2.99 1.48 3.13
C 2.58 0.06 2.74
C 3.64 -0.96 3.16
O 2.35 -0.03 1.38
H 3.12 1.58 4.21
H 2.23 2.19 2.80
H 3.93 1.74 2.63
H 1.66 -0.17 3.31
H 4.59 -0.72 2.69
H 3.34 -1.96 2.82
H 3.77 -0.98 4.24
N -2.05 0.41 -1.26
C -3.23 0.07 -1.86
C -4.44 0.13 -1.17
C -5.62 -0.28 -1.76
C -5.63 -0.77 -3.07
C -4.43 -0.83 -3.76
C -3.24 -0.42 -3.18
H -1.25 0.63 -1.83
H -2.06 0.97 -0.42
H -4.45 0.51 -0.15
H -6.55 -0.22 -1.20
H -6.55 -1.09 -3.53
H -4.41 -1.20 -4.78
H -2.31 -0.47 -3.73
```

Atom charges from the Löwdin analysis, given in e for atoms 1 to 5:
1 Fe 0.769
2 C -0.065
3 C -0.271
4 C 0.025
5 C -0.087

Entry 2:
Computed, not measured: a structure of composition C44H40GeN3OsS3 at a distorted geometry, with ωB97M-V/def2-TZVPD.

For the gap between HOMO and LUMO (alpha / beta), the calculation gives 0.25453 / 0.25455 Eh. The calculation puts the relative energy (zero: lowest compared OMol25 entry of this formula, charge and spin) at 18.29 kcal/mol. The LUMO energy (alpha / beta) comes out at -3.088 / -3.088 eV. As for the electronic energy: -142231.7017 eV. The net charge is +1.

The geometry in XYZ format:
```
92
C44H40GeN3OsS3 | OMol25 | ωB97M-V/def2-TZVPD
Os 0.02 -0.43 -0.17
C -4.92 0.49 2.75
C -4.35 0.57 4.16
C -4.98 -0.54 5.00
C -4.72 1.94 4.75
C -2.83 0.41 4.17
C -2.15 0.46 5.40
C -0.79 0.33 5.50
C -0.06 0.14 4.33
S 1.64 -0.05 4.13
C 1.42 -0.20 2.44
N 0.18 -0.11 2.02
C -0.70 0.09 3.09
C -2.09 0.23 3.01
C 2.49 -0.41 1.47
C 3.82 -0.48 1.85
C 4.79 -0.68 0.88
C 4.42 -0.81 -0.45
C 3.08 -0.74 -0.82
C 2.07 -0.54 0.13
H -6.01 0.60 2.79
H -4.71 -0.48 2.28
H -4.53 1.28 2.11
H -6.07 -0.45 4.99
H -4.66 -0.49 6.04
H -4.71 -1.52 4.61
H -5.80 2.07 4.74
H -4.27 2.75 4.17
H -4.38 2.04 5.78
H -2.72 0.61 6.31
H -0.30 0.38 6.46
H -2.56 0.19 2.05
H 4.11 -0.37 2.89
H 5.84 -0.73 1.16
H 5.18 -0.97 -1.21
H 2.83 -0.86 -1.86
C -0.91 -3.80 0.35
C -2.01 -2.82 0.11
N -1.83 -1.53 -0.01
C -3.02 -0.86 -0.24
C -4.11 -1.65 -0.31
S -3.65 -3.28 -0.06
C -2.85 0.58 -0.37
C -3.75 1.59 -0.46
S -2.93 3.09 -0.49
C -1.42 2.30 -0.40
N -1.53 0.99 -0.35
C -0.12 3.02 -0.42
H 0.03 -3.27 0.46
H -0.83 -4.50 -0.48
H -1.10 -4.38 1.26
H -5.14 -1.37 -0.47
H -4.83 1.53 -0.48
H -0.26 4.09 -0.59
H 0.51 2.61 -1.21
H 0.39 2.87 0.53
C 0.20 -0.83 -1.99
Ge 0.02 -0.13 -3.83
C -1.28 -1.31 -4.66
C -1.14 -1.82 -5.95
C -2.13 -2.63 -6.50
C -3.27 -2.93 -5.78
C -3.43 -2.42 -4.50
C -2.44 -1.62 -3.95
C -0.59 1.70 -4.08
C 0.08 2.57 -4.94
C -0.44 3.82 -5.23
C -1.64 4.23 -4.67
C -2.34 3.36 -3.83
C -1.81 2.11 -3.55
C 1.83 -0.35 -4.50
C 2.78 0.66 -4.30
C 4.10 0.48 -4.66
C 4.51 -0.72 -5.24
C 3.59 -1.74 -5.43
C 2.26 -1.56 -5.06
H 0.62 -1.85 -2.14
H -0.27 -1.58 -6.55
H -2.01 -3.02 -7.51
H -4.04 -3.56 -6.21
H -4.33 -2.64 -3.93
H -2.58 -1.21 -2.95
H 1.01 2.27 -5.41
H 0.09 4.49 -5.90
H -2.05 5.20 -4.90
H -3.29 3.66 -3.41
H -2.38 1.43 -2.92
H 2.48 1.59 -3.84
H 4.82 1.28 -4.50
H 5.54 -0.85 -5.53
H 3.91 -2.67 -5.87
H 1.57 -2.38 -5.20
```

Atom charges from the Löwdin analysis, given in e for atoms 1 to 5:
1 Os 1.318
2 C -0.059
3 C -0.553
4 C -0.038
5 C -0.036

Entry 3:
Computed, not measured: a structure of composition C44H40N8O2P2RbS2Se, with ωB97M-V/def2-TZVPD.

For the gap between HOMO and LUMO (alpha / beta), the calculation gives 0.15231 / 0.19635 Eh. The calculation puts the relative energy (zero: lowest compared OMol25 entry of this formula, charge and spin) at 0.00 kcal/mol. The LUMO energy (alpha / beta) comes out at 3.701 / 3.699 eV. As for the electronic energy: -168549.3959 eV. The expectation value of S² is 0.778. The net charge is -2. The spin multiplicity is 2.

The geometry in XYZ format:
```
100
C44H40N8O2P2RbS2Se | OMol25 | ωB97M-V/def2-TZVPD
Rb 1.11 -0.06 -0.61
C -1.60 1.02 -5.20
C -0.57 0.89 -4.25
N -0.45 1.67 -3.21
C -1.34 2.68 -3.02
C -2.40 2.91 -3.93
C -2.51 2.02 -5.03
C -3.29 3.99 -3.75
C -3.07 4.84 -2.69
C -2.03 4.64 -1.78
C -1.15 3.55 -1.86
N -0.23 3.20 -0.96
C 0.27 4.10 -0.08
C 0.55 5.44 -0.36
C 1.17 6.29 0.56
C 1.53 5.86 1.81
C 1.27 4.51 2.16
C 1.62 3.99 3.43
C 1.37 2.68 3.72
C 0.76 1.89 2.73
N 0.41 2.34 1.55
C 0.65 3.64 1.24
H -1.66 0.34 -6.04
H 0.18 0.12 -4.37
H -3.33 2.17 -5.73
H -4.10 4.15 -4.46
H -3.74 5.68 -2.54
H -1.94 5.32 -0.95
H 0.30 5.82 -1.35
H 1.37 7.32 0.27
H 2.01 6.52 2.53
H 2.11 4.64 4.15
H 1.65 2.24 4.66
H 0.59 0.83 2.92
N -2.28 -2.08 1.21
P -1.57 -0.59 1.73
C -3.00 0.55 1.53
C -4.25 0.31 2.09
C -5.32 1.14 1.80
C -5.14 2.22 0.94
C -3.90 2.46 0.37
C -2.83 1.63 0.67
C -1.66 -0.92 3.52
C -1.81 0.15 4.40
C -1.75 -0.04 5.77
C -1.54 -1.32 6.29
C -1.38 -2.39 5.42
C -1.43 -2.19 4.05
C -2.30 -2.45 -0.12
C -3.00 -3.59 -0.54
C -3.00 -3.90 -1.88
C -2.30 -3.10 -2.78
C -1.63 -2.00 -2.26
N -1.64 -1.67 -0.97
H -2.95 -2.55 1.80
H -4.39 -0.52 2.77
H -6.29 0.96 2.25
H -5.98 2.87 0.70
H -3.75 3.29 -0.31
H -1.85 1.84 0.24
H -1.96 1.15 4.01
H -1.85 0.81 6.44
H -1.49 -1.47 7.36
H -1.18 -3.38 5.81
H -1.26 -3.03 3.39
H -3.52 -4.21 0.18
H -3.53 -4.78 -2.23
H -2.26 -3.32 -3.84
H -1.04 -1.36 -2.91
C 6.26 -3.76 -3.76
C 4.93 -3.24 -4.27
O 3.86 -3.84 -3.54
P 3.02 -2.88 -2.52
S 2.03 -1.55 -3.62
S 4.10 -2.22 -1.04
O 2.02 -4.02 -1.95
C 1.10 -4.68 -2.82
C 1.45 -6.15 -2.88
H 7.09 -3.31 -4.31
H 6.32 -4.84 -3.87
H 6.36 -3.51 -2.70
H 4.79 -3.50 -5.33
H 4.88 -2.15 -4.20
H 1.12 -4.22 -3.81
H 0.10 -4.52 -2.41
H 2.45 -6.28 -3.29
H 0.74 -6.69 -3.52
H 1.43 -6.59 -1.89
Se 1.99 -3.32 3.43
N 3.52 -2.65 4.14
C 3.73 -1.50 3.49
C 4.81 -0.64 3.72
C 4.91 0.52 2.96
C 3.94 0.79 2.00
N 2.89 0.02 1.75
C 2.75 -1.11 2.48
N 1.71 -1.92 2.31
H 5.55 -0.90 4.47
H 5.73 1.21 3.10
H 4.01 1.70 1.41
```

Atom charges from the Löwdin analysis, given in e for atoms 1 to 5:
1 Rb 0.443
2 C -0.072
3 C -0.184
4 N 0.123
5 C -0.146

Entry 4:
Computed, not measured: a structure of composition C44H41As2MnN2O3 at a distorted geometry, with ωB97M-V/def2-TZVPD.

For the gap between HOMO and LUMO (alpha / beta), the calculation gives 0.16609 / 0.25471 Eh. The LUMO energy (alpha / beta) comes out at -8.640 / -6.234 eV. As for the electronic energy: -208400.0878 eV. The expectation value of S² is 6.282. The net charge is +2. The spin multiplicity is 5.

The geometry in XYZ format:
```
93
C44H41As2MnN2O3 | OMol25 | ωB97M-V/def2-TZVPD
Mn -0.30 -0.59 0.83
O -2.12 1.08 0.86
C -2.07 1.92 -0.30
C -0.61 1.75 -0.84
O -0.08 2.55 -1.57
O -0.06 0.66 -0.44
C -3.00 1.43 -1.40
C -4.22 0.84 -1.05
C -5.13 0.48 -2.03
C -4.84 0.69 -3.36
C -3.62 1.24 -3.72
C -2.71 1.61 -2.75
C -2.42 3.36 0.01
C -3.11 3.71 1.17
C -3.45 5.03 1.41
C -3.12 6.02 0.51
C -2.44 5.68 -0.65
C -2.11 4.37 -0.91
H -2.95 1.27 1.32
H -4.47 0.70 -0.01
H -6.08 0.05 -1.73
H -5.56 0.43 -4.12
H -3.39 1.41 -4.76
H -1.77 2.05 -3.05
H -3.40 2.97 1.91
H -4.00 5.27 2.31
H -3.37 7.05 0.71
H -2.18 6.45 -1.37
H -1.58 4.13 -1.82
C 2.38 1.50 1.11
C 3.31 0.29 1.04
As 2.34 -1.33 0.40
C 1.99 -2.18 2.15
C 3.01 -2.48 3.04
C 2.72 -3.10 4.25
C 1.42 -3.42 4.57
C 0.39 -3.12 3.70
C 0.67 -2.49 2.49
C 3.82 -2.46 -0.26
C 3.92 -3.80 0.11
C 4.94 -4.58 -0.38
C 5.86 -4.05 -1.28
C 5.74 -2.73 -1.69
C 4.72 -1.94 -1.19
As 0.79 1.17 2.23
C 1.65 1.01 3.99
C 1.31 0.00 4.89
C 1.96 -0.10 6.10
C 2.95 0.82 6.44
C 3.26 1.85 5.56
C 2.62 1.94 4.35
C 0.05 2.96 2.50
C 0.30 4.03 1.65
C -0.16 5.29 1.98
C -0.88 5.49 3.15
C -1.18 4.42 3.98
C -0.71 3.15 3.65
H 2.03 1.75 0.10
H 2.92 2.38 1.49
H 3.73 0.07 2.03
H 4.14 0.50 0.35
H 4.04 -2.26 2.78
H 3.53 -3.35 4.93
H 1.19 -3.93 5.50
H -0.63 -3.38 3.95
H -0.16 -2.38 1.74
H 3.19 -4.23 0.80
H 5.02 -5.62 -0.08
H 6.65 -4.67 -1.67
H 6.44 -2.32 -2.40
H 4.61 -0.91 -1.53
H 0.52 -0.70 4.63
H 1.70 -0.89 6.79
H 3.46 0.74 7.38
H 4.02 2.57 5.82
H 2.85 2.76 3.67
H 0.86 3.89 0.73
H 0.06 6.13 1.34
H -1.22 6.48 3.41
H -1.75 4.57 4.88
H -0.92 2.31 4.30
C -3.46 -2.17 0.95
C -2.69 -2.20 -0.31
N -1.44 -1.76 -0.45
C -1.08 -1.98 -1.75
C -2.12 -2.57 -2.40
N -3.12 -2.70 -1.48
H -2.97 -1.51 1.67
H -3.54 -3.16 1.38
H -4.48 -1.80 0.77
H -0.10 -1.71 -2.12
H -2.22 -2.89 -3.42
H -4.02 -3.12 -1.66
```

Atom charges from the Löwdin analysis, given in e for atoms 1 to 5:
1 Mn 0.737
2 O -0.077
3 C -0.293
4 C -0.542
5 O 0.129

Entry 5:
Computed, not measured: a structure of composition C44H41ClCrN5O6P2Se at a distorted geometry, with ωB97M-V/def2-TZVPD.

For the gap between HOMO and LUMO (alpha / beta), the calculation gives 0.24319 / 0.25322 Eh. The LUMO energy (alpha / beta) comes out at -5.165 / -5.877 eV. As for the electronic energy: -190876.6700 eV. The expectation value of S² is 0.757. The net charge is +2. The spin multiplicity is 2.

The geometry in XYZ format:
```
101
C44H41ClCrN5O6P2Se | OMol25 | ωB97M-V/def2-TZVPD
Cr 1.24 1.42 0.04
Se 6.71 6.59 0.65
N 6.68 4.88 0.27
C 5.44 4.45 0.26
C 5.06 3.09 -0.02
C 5.92 2.06 -0.39
C 5.37 0.82 -0.68
C 4.00 0.63 -0.56
N 3.16 1.59 -0.17
C 3.68 2.81 0.06
C 2.71 3.80 0.32
N 1.43 3.36 0.27
C 0.46 4.23 0.50
C 0.71 5.57 0.77
C 2.01 6.05 0.79
C 3.05 5.15 0.57
C 4.46 5.46 0.54
N 4.97 6.65 0.77
H 6.97 2.25 -0.47
H 5.99 0.01 -1.01
H 3.54 -0.31 -0.83
H -0.55 3.85 0.48
H -0.12 6.24 0.96
H 2.24 7.09 0.98
C -0.99 -2.51 -1.62
C -2.06 -1.50 -1.23
P -2.34 -1.39 0.60
C -3.54 -2.67 1.05
C -4.80 -2.65 0.47
C -5.77 -3.54 0.89
C -5.50 -4.42 1.93
C -4.25 -4.43 2.53
C -3.27 -3.56 2.09
C -3.38 0.11 0.80
C -3.47 1.13 -0.15
C -4.17 2.29 0.16
C -4.74 2.45 1.41
C -4.65 1.44 2.35
C -3.96 0.28 2.05
C 0.25 -2.31 -0.75
P -0.28 -2.85 0.94
C 0.33 -4.59 0.97
C -0.57 -5.64 0.84
C -0.11 -6.94 0.81
C 1.25 -7.20 0.92
C 2.15 -6.15 1.05
C 1.70 -4.84 1.09
C 0.79 -2.04 2.16
C 1.95 -1.34 1.85
C 2.71 -0.79 2.87
C 2.32 -0.93 4.20
C 1.15 -1.61 4.50
C 0.39 -2.16 3.49
H -0.73 -2.38 -2.68
H -1.36 -3.53 -1.50
H -3.02 -1.72 -1.71
H -1.72 -0.51 -1.55
H -5.02 -1.94 -0.32
H -6.75 -3.53 0.44
H -6.27 -5.10 2.28
H -4.05 -5.10 3.35
H -2.30 -3.54 2.56
H -3.01 1.03 -1.12
H -4.25 3.07 -0.58
H -5.25 3.37 1.65
H -5.10 1.56 3.32
H -3.86 -0.50 2.80
H 0.54 -1.25 -0.76
H 1.09 -2.92 -1.09
H -1.63 -5.43 0.76
H -0.80 -7.76 0.72
H 1.62 -8.21 0.91
H 3.21 -6.34 1.14
H 2.39 -4.03 1.21
H 2.30 -1.27 0.83
H 3.62 -0.26 2.64
H 2.93 -0.52 4.99
H 0.82 -1.70 5.53
H -0.53 -2.68 3.72
O -1.11 0.13 2.71
Cl -0.60 1.10 1.84
O -1.33 2.29 1.87
O 0.78 1.34 2.11
O -0.61 0.59 0.47
O -0.19 2.77 -2.06
C 0.62 2.01 -2.62
O 1.36 1.20 -2.04
C 0.71 2.16 -4.17
N -0.22 3.27 -4.49
C -1.23 2.80 -5.48
C -0.56 1.61 -6.14
C 0.17 0.96 -4.96
H 1.73 2.40 -4.46
H 0.25 4.11 -4.82
H -0.61 3.46 -3.49
H -1.49 3.60 -6.17
H -2.13 2.48 -4.94
H 0.16 1.94 -6.89
H -1.26 0.93 -6.60
H 0.97 0.29 -5.28
H -0.53 0.39 -4.34
```

Atom charges from the Löwdin analysis, given in e for atoms 1 to 5:
1 Cr 0.758
2 Se 1.212
3 N -0.234
4 C -0.323
5 C -0.063